The following is a quantum chemistry calculation of a single C4H7ClS2 molecule, from OMol25.

Results
Kohn-Sham gap = 8.97 eV
E_tot = -1413.01460 Ha
F_max = 7.9 eV Å⁻¹
energy above the lowest of the compared OMol25 structures with the same formula, charge and spin = 400.36 kJ/mol

```
! wB97M-V def2-TZVPD RIJCOSX def2/J DEFGRID3
* xyz 0 1
C 0.3121 -1.0953 1.3669
C 0.3020 -0.0841 0.2746
Cl 1.4991 1.2798 0.1289
C -0.0762 -0.4492 -1.1278
S 0.7756 -0.0291 -2.5661
C -0.8995 0.6119 -0.2006
S -1.5014 2.1746 -0.4205
H 0.7429 -0.5778 2.3630
H -0.8641 -1.3262 1.5631
H 0.8843 -2.1090 0.7384
H -0.5049 -1.4959 -1.2262
H 1.8204 0.5181 -2.0890
H -1.6910 -0.1897 0.3053
H -0.7993 2.7716 0.8899
*
```